[1]
# C44H29ErN10

C44H29ErN10 as an isolated structure (ωB97M-V/def2-TZVPD, the OMol25 dataset).

For the LUMO energy (alpha / beta), the calculation gives -1.52 / -1.56 eV. Its spin multiplicity is 4. Its expectation value of S² is 4.143. As for the frontier orbital gap (alpha / beta): 5.0 / 4.9 eV.

Positions of all 84 atoms, in Å:
Er 0.5240 1.2889 -1.8305
C -2.2530 -4.8061 -3.4508
C -0.9768 -5.3044 -3.1219
C 0.0091 -4.4806 -2.6862
C -0.2894 -3.1088 -2.4300
C 0.4839 -1.9392 -1.9459
N -0.3039 -0.8574 -1.8366
C -1.5641 -1.2507 -2.2947
N -2.6512 -0.4579 -2.2754
C -2.7232 0.7073 -1.6334
C -4.0079 1.2638 -1.1660
C -5.3194 0.9661 -1.3716
C -6.3460 1.5475 -0.5552
C -6.0114 2.3540 0.5105
C -4.6789 2.8130 0.7115
C -3.7008 2.3182 -0.1833
C -2.1912 2.4846 -0.3546
N -1.5414 3.3214 0.4463
C -0.2312 3.2623 0.6879
N 0.7716 2.4797 0.1764
C 1.8483 2.5288 1.0902
N 2.9483 1.7477 1.1197
C 2.9553 0.5924 0.4634
N 2.1259 0.1136 -0.5502
C 2.5183 -1.1765 -0.8715
N 1.7115 -2.0859 -1.5072
C 3.6591 -1.5229 -0.1227
C 4.2047 -2.8329 0.1261
C 5.2071 -2.9827 1.1280
C 5.5144 -1.8693 1.9806
C 4.7893 -0.6750 1.8476
C 3.8497 -0.4971 0.8178
C 1.5533 3.5963 2.0610
C 2.2241 4.0722 3.2378
C 1.6091 5.0295 3.9939
C 0.4097 5.5736 3.6112
C -0.2213 5.1455 2.4215
C 0.2822 4.0375 1.7698
N -1.6780 1.5083 -1.1757
C -1.5999 -2.6617 -2.6150
C -2.5811 -3.4630 -3.1972
H -2.9362 -5.4120 -4.0015
H -0.7699 -6.3731 -3.3556
H 1.0186 -4.8590 -2.5140
H -5.6349 0.2697 -2.1697
H -7.3799 1.2956 -0.8153
H -6.6979 2.5063 1.3192
H -4.5382 3.5804 1.4564
H 3.9950 -3.6334 -0.5824
H 5.8342 -3.8793 1.2255
H 6.3744 -1.8888 2.6351
H 4.9207 0.1189 2.5403
H 3.2264 3.7704 3.4845
H 2.0356 5.3947 4.9531
H -0.1106 6.3569 4.2044
H -1.0661 5.6610 1.9892
H -3.5877 -2.9979 -3.3965
N -3.0684 -2.4012 6.1812
C -2.4914 -3.0724 5.1348
C -2.1459 -4.4662 5.1013
C -1.3803 -4.9145 4.0310
N -0.9566 -4.1676 3.0228
C -1.3024 -2.8673 3.0682
C -2.0398 -2.2909 4.0619
H -3.2611 -2.8110 7.1178
H -3.1344 -1.3814 6.1140
H -2.4705 -5.1799 5.8799
H -1.0188 -6.0001 3.9879
H -0.8131 -2.2376 2.2868
H -2.3225 -1.2063 4.1134
C 0.1138 2.2131 -4.0355
C 1.4932 2.0434 -4.1150
C 2.0028 1.0572 -4.9938
C 3.3423 0.7224 -4.9094
C 4.2182 1.4150 -4.0138
C 3.7954 2.5721 -3.3744
C 2.3792 2.7780 -3.2891
H -0.5519 1.6497 -4.6191
H -0.2683 3.2040 -3.8171
H 1.3330 0.7088 -5.8059
H 3.7999 -0.0951 -5.4915
H 5.2593 1.0693 -3.8747
H 4.4911 3.3690 -3.0658
H 1.9850 3.5988 -2.6942

Löwdin population analysis, charges in e, atoms 1 to 8:
1. Er 1.453
2. C -0.066
3. C -0.092
4. C -0.015
5. C -0.064
6. C -0.311
7. N 0.027
8. C -0.235

***

[2]
# C44H29F6ILuN3O9S4

C44H29F6ILuN3O9S4 as an isolated structure (ωB97M-V/def2-TZVPD, the OMol25 dataset).

For the LUMO energy, the calculation gives -0.90 eV. Its spin multiplicity is 1. The energy above the lowest of the compared OMol25 structures with the same formula, charge and spin is 0.0 kcal/mol. As for the frontier orbital gap: 6.5 eV.

Positions of all 97 atoms, in Å:
Lu -0.4497 -0.3377 -1.3508
O -4.2784 -2.2775 0.2854
C -3.0397 -2.0827 -0.1100
O -2.7554 -1.4044 -1.0760
C -1.9774 -2.7728 0.6546
C -2.2061 -3.8364 1.5142
C -1.1104 -4.5544 1.9547
C 0.1444 -4.2312 1.4640
C 0.2727 -3.1275 0.6288
N -0.7650 -2.3690 0.3017
C 1.5421 -2.7009 -0.0345
O 2.5478 -3.5813 -0.0708
O 1.6864 -1.6132 -0.5213
H -4.8675 -1.8260 -0.3381
H -3.2192 -4.1054 1.7762
H -1.2364 -5.3812 2.6400
H 1.0082 -4.8116 1.7598
H 2.2587 -4.4636 0.1873
S 3.3970 2.9836 -1.8191
C 2.5156 3.6352 -0.4760
C 2.8138 4.7433 0.3063
C 1.9249 5.0963 1.3054
C 0.7598 4.3543 1.5124
C 0.4735 3.2451 0.7424
C 1.3590 2.8680 -0.2671
N 1.2128 1.7998 -1.1308
C 2.1645 1.7481 -2.0143
C 2.2042 0.7926 -3.1113
C 3.0292 1.0453 -4.2165
C 3.0079 0.1966 -5.3028
C 2.1870 -0.9241 -5.2587
C 1.4068 -1.1820 -4.1401
C 1.3621 -0.3348 -3.0255
H 3.7130 5.3174 0.1224
H 2.1338 5.9603 1.9231
H 0.0628 4.6601 2.2828
H -0.4263 2.6658 0.9012
H 3.6614 1.9274 -4.2275
H 3.6105 0.4076 -6.1769
H 2.1519 -1.5997 -6.1067
H 0.8113 -2.0877 -4.1471
F -1.1960 -2.0483 -5.9321
C -2.1922 -1.2093 -5.6399
F -3.2312 -1.4924 -6.4133
F -1.7979 0.0382 -5.8869
S -2.6036 -1.3462 -3.8282
O -1.4772 -0.6415 -3.2434
O -3.9021 -0.7850 -3.6866
N -2.5605 -2.9108 -3.6442
S -1.6053 -3.5934 -2.6145
O -0.4566 -2.8010 -2.2277
O -2.2885 -4.3283 -1.5900
C -0.8310 -4.9618 -3.5981
F 0.0043 -5.6045 -2.7650
F -0.1299 -4.4899 -4.6236
F -1.7342 -5.8242 -4.0465
I -1.4034 2.3859 -3.0141
C -2.4390 3.2213 -1.3491
C -2.8705 4.5083 -1.5013
C -3.5456 5.1492 -0.4495
C -3.7735 4.4716 0.7108
C -3.3453 3.1326 0.8685
C -3.6032 2.4608 2.0827
C -3.2235 1.1630 2.2305
C -2.5483 0.5086 1.1789
C -2.1939 1.0873 -0.0219
C -2.6426 2.4466 -0.1786
H -2.6892 5.0336 -2.4290
H -3.8733 6.1731 -0.5745
H -4.2953 4.9449 1.5349
H -4.1061 2.9922 2.8829
H -3.4195 0.6333 3.1575
H -2.2986 -0.5297 1.3807
O 0.4173 0.0882 1.0299
S 0.2429 0.2417 2.4987
C 1.0492 -1.1856 3.2809
C 2.3051 -1.5963 2.8588
C 2.9211 -2.6657 3.4885
C 2.2809 -3.3184 4.5366
C 1.0196 -2.9100 4.9445
C 0.3973 -1.8403 4.3125
C 1.5223 1.4006 3.0291
C 2.5638 1.6870 2.1632
C 3.5488 2.5751 2.5641
C 3.4813 3.1659 3.8191
C 2.4258 2.8771 4.6733
C 1.4341 1.9928 4.2770
H 2.7998 -1.0759 2.0478
H 3.9024 -2.9831 3.1585
H 2.7706 -4.1427 5.0393
H 0.5221 -3.4170 5.7611
H -0.5906 -1.5196 4.6237
H 2.5809 1.2254 1.1823
H 4.3661 2.8034 1.8925
H 4.2539 3.8561 4.1320
H 2.3675 3.3483 5.6457
H 0.5987 1.7670 4.9308

Löwdin population analysis, charges in e, atoms 1 to 8:
1. Lu 1.640
2. O 0.190
3. C -0.499
4. O -0.033
5. C -0.202
6. C 0.044
7. C -0.007
8. C 0.025

***

[3]
# C44H30AgB2N7O31

C44H30AgB2N7O31 as an isolated structure (ωB97M-V/def2-TZVPD, the OMol25 dataset).

The net charge is -1. For the LUMO energy (alpha / beta), the calculation gives 0.34 / -2.46 eV. Its spin multiplicity is 2. Its expectation value of S² is 0.754. As for the frontier orbital gap (alpha / beta): 8.2 / 5.4 eV.

Positions of all 115 atoms, in Å:
Ag 1.3619 -0.6585 -0.3050
N 3.1567 1.0837 0.8894
O 3.6801 0.0072 0.6538
O 1.9554 1.1857 0.3914
O 3.6499 2.0507 1.4287
O -0.8308 0.2888 0.0922
C -1.7215 1.1085 0.2562
O -1.8781 2.2680 -0.3196
B -3.2155 2.8206 0.2332
O -3.7289 1.8479 1.2344
C -2.8766 0.8330 1.3026
O -2.9474 -0.1782 1.9603
O -4.2150 3.0069 -0.8014
C -4.6544 4.2437 -0.7645
O -5.6891 4.6154 -1.2322
C -3.6581 5.0347 0.0732
O -2.9336 4.1434 0.7576
O -3.5248 6.2386 0.1355
O -2.5573 2.5474 -4.0839
C -1.4034 2.6361 -3.7623
O -0.5022 1.6666 -4.0306
B 0.8304 2.1046 -3.4868
O 0.5741 3.4319 -2.9344
C -0.7426 3.7233 -2.9582
O -1.2306 4.7794 -2.5992
O 1.8991 2.0673 -4.5330
C 2.8326 1.2321 -4.2009
O 3.8178 0.9157 -4.7937
C 2.3926 0.6119 -2.8162
O 1.3280 1.2041 -2.4070
O 2.8769 -0.4139 -2.3243
C 3.0661 -3.0645 -5.6340
C 3.8424 -2.4358 -4.6539
C 4.4330 -3.1732 -3.6767
C 4.3613 -4.5390 -3.6320
C 3.5858 -5.1911 -4.5603
C 2.8997 -4.4615 -5.5235
N 5.0609 -5.2969 -2.5514
O 5.1019 -6.5211 -2.6575
O 5.6097 -4.6609 -1.6679
H 2.5027 -2.5989 -6.4517
H 4.0715 -1.3869 -4.6758
H 5.0460 -2.6160 -2.9484
H 3.5767 -6.2581 -4.5204
H 2.3789 -5.0847 -6.2749
C 6.2064 -2.7345 3.9536
C 6.2242 -2.2620 2.6433
C 5.1349 -2.6327 1.8204
C 4.1258 -3.3448 2.3928
C 4.1273 -3.9693 3.6286
C 5.2353 -3.6000 4.3976
N 2.9365 -3.6470 1.4699
O 2.8472 -3.0081 0.4503
O 2.1329 -4.4426 1.8618
H 7.0041 -2.5144 4.6372
H 6.9016 -1.6166 2.1525
H 4.9342 -2.2325 0.8372
H 3.2734 -4.5821 3.9072
H 5.3605 -4.0175 5.4101
C -1.4615 2.2174 3.6290
C -1.6912 1.3965 4.7448
C -0.7398 0.4799 5.1511
C 0.3781 0.3609 4.3438
C 0.6722 1.2233 3.2833
C -0.2646 2.1872 2.9265
N 1.3099 -0.6787 4.5795
O 1.0877 -1.3554 5.5790
O 2.1907 -0.9218 3.7499
H -2.2237 2.9552 3.4294
H -2.7025 1.4025 5.2060
H -0.9534 -0.0804 6.1108
H 1.5862 1.2310 2.7292
H -0.1469 2.8621 2.0665
C -4.1292 0.1124 -2.3389
C -4.9889 -0.4684 -1.3573
C -5.5027 -1.7078 -1.5959
C -4.9946 -2.4114 -2.6776
C -4.1618 -1.9341 -3.6438
C -3.7423 -0.6524 -3.4575
N -5.5972 -3.7715 -2.9085
O -5.1897 -4.4839 -3.7876
O -6.5031 -4.1249 -2.1848
H -3.8024 1.1388 -2.2271
H -5.3839 0.0249 -0.4685
H -6.0693 -2.2677 -0.8719
H -3.8034 -2.5485 -4.4376
H -3.0907 -0.1451 -4.1642
C -4.2754 -4.5449 0.5516
C -3.9664 -3.5764 1.4627
C -2.7314 -2.9907 1.5243
C -1.7664 -3.3609 0.6488
C -1.9995 -4.2902 -0.3250
C -3.2745 -4.9041 -0.3516
N -0.4894 -2.5545 0.5372
O -0.0688 -2.0079 1.5180
O 0.1072 -2.5492 -0.5413
H -5.2807 -4.9520 0.5206
H -4.7252 -3.3967 2.2458
H -2.5219 -2.1782 2.2292
H -1.2543 -4.4133 -1.0943
H -3.4656 -5.5761 -1.1102
C 1.1235 5.3980 1.5002
C 1.3575 5.9660 2.7572
C 0.5990 7.0006 3.2564
C -0.3607 7.5904 2.3930
C -0.6563 7.0105 1.1683
C 0.0710 5.9200 0.7302
N -1.0186 8.8545 2.8354
O -0.7900 9.2961 3.9588
O -1.7622 9.3348 1.9559
H 1.7494 4.5633 1.1599
H 2.0383 5.4608 3.4547
H 0.7564 7.3008 4.2823
H -1.3799 7.4150 0.4255
H -0.1239 5.5905 -0.2909

Löwdin population analysis, charges in e, atoms 1 to 8:
1. Ag 1.161
2. N -0.532
3. O 0.047
4. O -0.063
5. O 0.121
6. O 0.051
7. C -0.366
8. O 0.233

***

| no. | electronic energy (eV) |
| --- | --- |
| 1 | -88622.4469 |
| 2 | -170365.9795 |
| 3 | -125361.3079 |